# 1
Computed, not measured: a 10-piece molecular cluster, H21O10 overall in a non-equilibrium geometry, with wB97M-V/def2-TZVPD.

XYZ file:
```
31
Properties=species:S:1:pos:R:3:mulliken_charge:R:1
O 1.08 -1.40 0.39 -0.586
H 0.10 2.37 -1.52 0.297
H -1.52 3.17 0.82 0.309
O -3.04 -1.42 -1.55 -0.609
H 1.28 0.33 3.35 0.280
H -3.34 -2.31 -1.70 0.297
O -1.09 2.31 0.93 -0.619
H 2.99 -0.73 1.46 0.264
H 2.32 1.32 -0.44 0.307
O -0.67 0.00 -0.39 -0.155
H -1.37 0.64 -0.15 0.233
H 0.39 -0.88 0.96 0.519
O -0.46 3.12 -1.73 -0.620
H -2.10 -1.31 -1.65 0.364
H -0.81 -0.10 -1.35 0.049
O -2.15 -0.65 1.92 -0.546
H -2.70 -0.40 2.65 0.283
H -2.70 -0.52 1.14 0.295
O 0.83 -0.24 2.71 -0.629
H 2.00 0.22 -1.75 0.324
H 0.94 -1.17 2.90 0.328
O 1.85 0.63 -0.90 -0.550
H -0.92 3.12 -0.87 0.386
H 1.52 -0.50 -0.08 0.424
O 0.02 -1.14 -2.62 -0.625
H 0.57 -1.91 -0.26 0.364
O 3.48 -1.50 1.15 -0.547
H 4.35 -1.08 1.05 0.322
H -0.31 -0.44 -3.20 0.305
H -1.15 2.17 1.87 0.247
H 0.61 -1.69 -3.13 0.287
```

Properties
E_HOMO   -14.23 eV
DFT total energy   -764.6837 Ha
Energy above the lowest of the compared OMol25 structures with the same formula, charge and spin   62.9 kcal/mol
Net charge   +1
Frontier orbital gap   10.879 eV
Largest force on an atom   2.65 eV/Å

# 2
Computed, not measured: a 11-piece molecular cluster, H21O11 overall in a non-equilibrium geometry, with wB97M-V/def2-TZVPD.

XYZ file:
```
32
Properties=species:S:1:pos:R:3:mulliken_charge:R:1
O -0.27 1.60 -2.43 -0.665
H -0.98 2.17 -2.25 0.280
H 0.32 1.86 -1.58 0.401
O 0.62 -3.53 -1.62 -0.626
H 0.35 -3.66 -0.65 0.329
H 0.91 -2.72 -1.68 0.292
O 1.68 1.24 -0.91 -0.573
H -1.91 -0.07 -3.62 0.330
H 0.94 2.71 0.97 0.402
O 0.50 -0.19 1.06 -1.053
H 0.07 0.65 1.55 0.299
H 0.36 -1.87 2.19 0.319
O 2.96 0.04 1.38 -0.809
H -1.89 -1.66 -1.12 0.227
H -0.59 0.84 0.19 0.238
O 1.31 3.69 1.00 -0.665
H 1.48 3.76 1.96 0.302
H -1.68 1.85 0.65 0.258
O -1.29 1.51 -0.04 -0.612
H 2.43 1.84 -1.30 0.251
O -2.80 -0.44 -3.87 -0.651
H 2.01 0.95 0.00 0.234
H -2.44 -1.33 -3.93 0.302
O -1.62 -0.64 2.98 -0.667
H -0.87 -0.38 3.36 0.290
H -1.53 -0.97 2.03 0.397
O -1.63 -1.64 -0.24 -0.570
H 2.99 0.74 1.94 0.248
H -1.19 -0.81 -0.18 0.288
O 0.21 -2.75 1.85 -0.642
H 1.81 -0.11 1.36 0.525
H -0.24 -2.69 0.94 0.320
```

Properties
E_HOMO   -6.51 eV
DFT total energy   -840.1988 Ha
Energy above the lowest of the compared OMol25 structures with the same formula, charge and spin   91.3 kcal/mol
Net charge   -1
Frontier orbital gap   9.281 eV
Largest force on an atom   8.11 eV/Å

# 3
Computed, not measured: H22Na4O15S as an isolated structure in a non-equilibrium geometry, with wB97M-V/def2-TZVPD.

XYZ file:
```
42
Properties=species:S:1:pos:R:3:mulliken_charge:R:1
Na -3.77 15.29 1.09 0.930
Na -3.74 16.20 -2.54 0.907
Na -2.38 13.11 -2.95 0.960
Na -0.66 15.44 -4.46 0.990
S -1.02 16.01 -0.85 0.558
O -1.27 15.18 -2.03 -0.747
O -0.02 17.02 -1.21 -0.635
O -2.31 16.61 -0.44 -0.783
O -0.46 15.21 0.24 -0.890
O -0.42 13.81 2.57 -0.643
H -0.76 14.40 1.90 0.316
H 0.34 14.27 2.94 0.303
O -0.14 16.81 2.21 -0.625
H -0.26 16.20 1.48 0.355
H 0.52 16.39 2.76 0.341
O 1.92 18.55 -0.38 -0.650
H 1.15 18.05 -0.63 0.547
H 2.62 18.19 -0.93 0.296
O 1.94 14.37 -0.25 -0.620
H 1.99 14.14 -1.18 0.317
H 1.08 14.79 -0.16 0.245
O 1.51 16.37 -3.15 -0.658
H 1.50 15.42 -3.09 0.299
H 1.05 16.67 -2.37 0.384
O -3.15 12.95 1.09 -0.646
H -3.67 12.81 0.30 0.314
H -2.24 12.93 0.79 0.307
O -0.93 12.68 -0.53 -0.738
H -0.42 12.25 -1.22 0.332
H -0.53 13.55 -0.44 0.540
O -5.02 17.49 0.34 -0.564
H -4.37 18.17 0.47 0.401
H -5.85 17.90 0.57 0.274
O -2.22 17.83 -3.82 -0.608
H -2.05 18.17 -4.69 0.289
H -1.53 18.21 -3.27 0.396
O -0.13 19.31 -2.60 -0.672
H -0.18 18.59 -1.97 0.480
H -0.19 20.10 -2.08 0.330
O -2.79 19.10 0.10 -0.717
H -2.82 19.38 -0.82 0.311
H -2.54 18.17 0.05 0.476
```

Properties
E_HOMO   -14.66 eV
DFT total energy   -2188.8030 Ha
Net charge   +2
Frontier orbital gap   4.972 eV
Largest force on an atom   4.01 eV/Å

# 4
Computed, not measured: a 11-piece molecular cluster, H22O11 overall in a non-equilibrium geometry, with wB97M-V/def2-TZVPD.

XYZ file:
```
33
Properties=species:S:1:pos:R:3:mulliken_charge:R:1
O 2.53 -0.86 -1.49 -0.730
H 2.38 -1.63 -1.99 0.299
H 1.83 -0.77 -0.84 0.383
O 0.82 0.85 -2.66 -0.527
H 1.17 1.66 -2.95 0.265
H 1.59 0.37 -2.39 0.327
O -0.97 3.27 2.29 -0.600
H -0.43 4.03 1.99 0.313
H -0.51 2.51 1.92 0.313
O -3.14 -1.74 -0.21 -0.626
H -2.63 -1.43 -0.94 0.407
H -3.66 -2.51 -0.43 0.306
O -1.14 1.97 -0.43 -0.587
H -1.11 1.79 -1.39 0.202
H -1.98 1.68 -0.03 0.319
O 0.27 0.81 2.74 -0.710
H 0.45 0.41 1.90 0.486
H 0.54 0.10 3.34 0.281
O -0.53 -2.01 2.34 -0.531
H -0.65 -2.96 2.53 0.240
H -1.23 -1.58 2.81 0.289
O 1.44 -3.36 0.22 -0.576
H 2.23 -3.82 0.22 0.297
H 1.71 -2.63 0.77 0.274
O 0.54 -0.34 0.25 -0.705
H -0.02 0.44 -0.01 0.365
H -0.13 -0.96 0.62 0.338
O -1.78 -0.47 -2.14 -0.685
H -1.08 -0.40 -2.79 0.264
H -2.48 0.15 -2.38 0.301
O 2.10 2.62 0.05 -0.606
H 1.72 3.09 -0.71 0.294
H 2.14 1.71 -0.22 0.320
```

Properties
E_HOMO   -10.18 eV
DFT total energy   -840.8283 Ha
Energy above the lowest of the compared OMol25 structures with the same formula, charge and spin   32.6 kcal/mol
Frontier orbital gap   10.283 eV
Largest force on an atom   2.66 eV/Å

# 5
Computed, not measured: H22O11 as an isolated structure in a non-equilibrium geometry, with wB97M-V/def2-TZVPD.

XYZ file:
```
33
Properties=species:S:1:pos:R:3:mulliken_charge:R:1
O 0.16 1.30 -1.55 -0.663
H -0.27 2.13 -1.35 0.225
H 0.34 0.91 -0.69 0.309
O 2.12 2.06 0.44 -0.699
H 1.89 1.95 1.36 0.455
H 2.44 1.20 0.17 0.280
O 1.72 -1.21 -2.01 -0.659
H 1.84 -0.89 -1.12 0.111
H 2.60 -1.15 -2.40 0.345
O -0.41 -0.88 -1.66 -0.356
H 0.52 -0.99 -1.87 0.384
H -0.87 -1.24 -2.42 0.414
O -1.16 1.65 1.31 -0.946
H -0.74 1.08 0.67 0.804
H -0.52 1.71 2.03 0.322
O -2.17 -0.28 0.85 -0.694
H -1.81 0.29 1.54 0.151
H -3.10 -0.32 1.05 0.391
O -2.20 -0.08 -1.17 -1.105
H -1.32 -0.44 -1.27 0.558
H -2.24 0.19 -0.25 0.326
O -2.33 -2.13 0.42 -0.896
H -2.26 -1.18 0.54 0.677
H -3.12 -2.25 -0.10 0.165
O 1.95 -0.63 0.30 -0.482
H 2.85 -0.68 0.00 0.386
H 1.88 -1.31 0.97 0.312
O 1.28 0.83 1.86 -0.665
H 0.85 0.26 1.21 0.617
H 1.63 0.22 2.51 0.189
O 0.06 0.33 0.30 -0.936
H 0.92 -0.05 0.12 0.121
H -0.55 -0.40 0.21 0.559
```

Properties
E_HOMO   -7.83 eV
DFT total energy   -840.0178 Ha
Energy above the lowest of the compared OMol25 structures with the same formula, charge and spin   541.1 kcal/mol
Frontier orbital gap   6.493 eV
Largest force on an atom   15.91 eV/Å

# 6
Computed, not measured: a 11-piece molecular cluster, H22O11 overall in a non-equilibrium geometry, with wB97M-V/def2-TZVPD.

XYZ file:
```
33
Properties=species:S:1:pos:R:3:mulliken_charge:R:1
O -0.21 0.46 0.07 -0.704
H 0.47 0.21 -0.56 0.403
H -0.97 -0.09 -0.18 0.255
O 1.68 3.70 2.33 -0.606
H 0.84 4.08 2.59 0.313
H 1.86 4.09 1.47 0.300
O -5.26 0.83 -1.41 -0.633
H -4.74 0.30 -2.03 0.316
H -5.02 0.49 -0.54 0.312
O 2.42 -0.17 -2.70 -0.563
H 3.15 -0.74 -2.44 0.269
H 2.47 -0.14 -3.66 0.283
O 4.17 -2.91 -1.01 -0.620
H 4.20 -1.96 -1.13 0.317
H 4.40 -3.04 -0.08 0.323
O 1.17 1.51 4.63 -0.622
H 1.69 0.69 4.67 0.301
H 0.72 1.46 3.78 0.310
O -2.22 -0.31 2.42 -0.623
H -3.12 -0.29 2.07 0.303
H -2.28 0.17 3.25 0.287
O 0.77 -1.04 -4.15 -0.607
H 1.40 -1.76 -4.28 0.318
H 0.03 -1.26 -4.72 0.255
O -2.04 2.36 -0.16 -0.608
H -2.82 2.51 -0.71 0.309
H -1.43 1.88 -0.73 0.350
O 0.53 -1.16 -1.81 -0.563
H -0.38 -1.42 -1.64 0.225
H 1.02 -1.52 -1.06 0.369
O -0.98 -3.05 1.94 -0.634
H -0.24 -3.08 2.56 0.305
H -1.47 -2.26 2.20 0.362
```

Properties
E_HOMO   -10.53 eV
DFT total energy   -840.7387 Ha
Energy above the lowest of the compared OMol25 structures with the same formula, charge and spin   88.7 kcal/mol
Frontier orbital gap   10.448 eV
Largest force on an atom   2.13 eV/Å

# 7
Computed, not measured: H22O11 as an isolated structure in a non-equilibrium geometry, with wB97M-V/def2-TZVPD.

XYZ file:
```
33
Properties=species:S:1:pos:R:3:mulliken_charge:R:1
O 5.99 -21.19 -0.92 -0.980
H 6.39 -20.34 -1.10 0.531
H 6.58 -21.60 -0.28 0.338
O 4.48 -18.68 2.85 -0.704
H 4.40 -18.00 3.52 0.531
H 3.58 -18.90 2.62 0.203
O 6.74 -19.27 -1.05 -0.710
H 6.15 -19.26 -1.80 0.578
H 6.51 -18.48 -0.56 0.449
O 4.44 -16.92 1.43 -0.878
H 4.48 -17.51 2.19 0.323
H 4.99 -17.35 0.77 0.459
O 6.23 -16.88 2.90 -0.699
H 6.56 -16.11 2.44 0.280
H 6.19 -17.57 2.23 0.329
O 5.66 -20.36 3.91 -0.632
H 5.56 -19.41 3.81 0.309
H 5.23 -20.57 4.73 0.292
O 7.37 -17.96 1.39 -0.623
H 8.30 -18.19 1.44 0.149
H 6.94 -18.77 1.13 0.411
O 4.54 -19.33 -1.29 -0.671
H 5.06 -19.76 -0.62 -0.206
H 3.63 -19.54 -1.06 0.207
O 4.59 -20.89 0.81 -0.584
H 5.15 -21.62 0.56 0.607
H 3.70 -21.18 0.62 0.243
O 5.85 -19.34 1.16 -0.452
H 5.72 -20.19 0.74 0.180
H 5.20 -19.32 1.86 0.692
O 6.74 -21.93 1.04 -0.609
H 7.07 -22.79 0.80 0.339
H 6.23 -22.08 1.84 0.299
```

Properties
E_HOMO   -8.69 eV
DFT total energy   -840.3748 Ha
Energy above the lowest of the compared OMol25 structures with the same formula, charge and spin   317.1 kcal/mol
Frontier orbital gap   8.520 eV
Largest force on an atom   8.80 eV/Å